No. 1
75
Properties=species:S:1:pos:R:3:lowdin_charge:R:1 method="wB97M-V/def2-TZVPD" homo_ev=-4.801 orbital_gap_ev=6.48 e_tot_ha=-4569.87409 total_charge=-1 lumo_energy_ev=1.679
Y -0.443 0.035 0.813 0.856
N 0.606 1.994 -3.332 0.058
C -0.081 1.381 -2.327 -0.918
S -0.409 2.336 -0.944 0.554
N -0.436 0.144 -2.547 -0.015
N -0.976 -0.562 -1.532 -0.056
C -1.586 -1.671 -1.836 -0.213
C -1.726 -2.137 -3.230 -0.185
C -0.610 -2.238 -4.057 -0.027
C -0.751 -2.642 -5.372 -0.080
C -2.005 -2.941 -5.879 -0.099
C -3.119 -2.848 -5.062 -0.088
C -2.982 -2.448 -3.745 -0.040
C -2.123 -2.493 -0.757 -0.284
C -2.444 -3.836 -0.979 -0.007
C -2.884 -4.607 0.079 -0.041
C -3.007 -4.022 1.331 -0.034
C -2.675 -2.682 1.466 -0.150
N -2.239 -1.932 0.462 -0.014
H 0.601 3.001 -3.321 0.067
H 0.599 1.534 -4.230 0.090
H 0.365 -2.013 -3.653 0.113
H 0.120 -2.719 -6.009 0.100
H -2.114 -3.254 -6.909 0.096
H -4.100 -3.079 -5.456 0.099
H -3.853 -2.367 -3.109 0.120
H -2.305 -4.271 -1.957 0.117
H -3.110 -5.653 -0.066 0.110
H -3.331 -4.593 2.187 0.108
H -2.743 -2.191 2.432 0.102
S 0.038 -1.354 3.090 0.513
C 0.599 -2.715 2.177 -1.127
S 0.755 -2.541 0.471 0.601
C 0.903 -3.907 2.815 -0.424
C 0.833 -4.046 4.206 -0.296
N 0.807 -4.206 5.348 0.129
C 1.254 -5.064 2.112 -0.294
N 1.517 -6.051 1.577 0.127
Cl -3.315 0.902 0.411 0.685
C -3.604 2.425 1.200 -0.648
C -4.716 3.164 0.844 -0.124
C -4.963 4.375 1.468 -0.105
C -4.085 4.841 2.436 -0.132
C -2.975 4.097 2.772 -0.707
Cl -1.886 4.714 3.951 0.653
C -2.692 2.850 2.180 -0.740
S -1.337 1.925 2.704 0.511
H -5.389 2.782 0.092 0.098
H -5.826 4.961 1.196 0.095
H -4.261 5.782 2.935 0.096
C 4.622 3.429 -1.320 -0.079
C 4.733 2.013 -0.777 -0.325
O 3.890 1.832 0.339 -0.308
P 2.392 1.153 0.167 0.811
O 1.719 1.892 1.461 -0.412
C 1.654 3.317 1.556 -0.341
C 2.484 3.786 2.738 -0.061
O 2.582 -0.282 0.870 -0.428
C 3.408 -0.490 2.024 -0.280
C 4.639 -1.289 1.633 -0.058
H 5.339 3.582 -2.123 0.071
H 4.819 4.148 -0.528 0.075
H 3.616 3.600 -1.697 0.068
H 5.755 1.827 -0.427 0.116
H 4.490 1.292 -1.565 0.108
H 0.600 3.582 1.686 0.061
H 2.020 3.769 0.628 0.096
H 2.097 3.352 3.657 0.081
H 2.436 4.869 2.809 0.074
H 3.520 3.481 2.604 0.068
H 2.803 -1.045 2.747 0.085
H 3.679 0.474 2.464 0.110
H 4.341 -2.271 1.273 0.079
H 5.289 -1.405 2.496 0.077
H 5.178 -0.775 0.839 0.065



No. 2
70
Properties=species:S:1:pos:R:3:lowdin_charge:R:1 method="wB97M-V/def2-TZVPD" homo_ev="-13.276 / -14.044" orbital_gap_ev="6.45 / 6.09" e_tot_ha=-3372.51285 spin_multiplicity=2 total_charge=+2 lumo_energy_ev="-6.829 / -7.957" s2=0.77
Ir 0.032 -0.176 -0.109 1.212
Cl -4.154 5.497 -1.328 0.802
C -3.029 4.441 -0.620 -0.647
C -2.775 3.209 -1.192 -0.015
C -1.847 2.310 -0.654 -0.165
N -1.564 1.081 -1.142 0.046
C -2.214 0.529 -2.211 -0.433
O -3.094 1.061 -2.857 0.115
C -1.744 -0.849 -2.567 -0.207
C -2.184 -1.399 -3.768 0.039
C -1.757 -2.668 -4.120 0.005
C -0.920 -3.351 -3.249 -0.009
C -0.529 -2.728 -2.075 -0.132
N -0.925 -1.504 -1.743 -0.007
C -1.117 2.709 0.545 -0.170
C -1.409 3.955 1.113 -0.016
C -2.337 4.818 0.568 -0.647
Cl -2.661 6.317 1.297 0.801
N -0.222 1.815 1.018 0.046
C 0.499 2.004 2.164 -0.426
O 0.432 2.978 2.886 0.111
C 1.423 0.873 2.513 -0.186
C 2.137 0.961 3.705 0.049
C 2.985 -0.075 4.053 0.005
C 3.096 -1.159 3.197 -0.006
C 2.356 -1.161 2.026 -0.132
N 1.538 -0.171 1.694 -0.018
H -3.312 2.917 -2.083 0.108
H -2.838 -0.816 -4.401 0.139
H -2.076 -3.118 -5.050 0.131
H -0.566 -4.343 -3.481 0.125
H 0.131 -3.238 -1.386 0.102
H -0.886 4.244 2.014 0.108
H 2.004 1.834 4.326 0.136
H 3.548 -0.033 4.973 0.130
H 3.744 -1.986 3.434 0.124
H 2.438 -1.988 1.333 0.106
Cl -0.600 -5.492 2.523 0.753
C -1.087 -3.848 2.521 -0.636
C -2.012 -3.356 3.438 -0.040
C -2.357 -2.017 3.362 -0.013
C -1.788 -1.218 2.382 -0.121
N -0.904 -1.692 1.508 -0.053
C -0.554 -2.970 1.580 -0.176
H -2.441 -4.005 4.186 0.127
H -3.066 -1.597 4.057 0.125
H -2.050 -0.173 2.299 0.109
H 0.178 -3.329 0.872 0.092
C 0.987 0.409 -4.200 -0.114
C 2.008 0.939 -3.203 -0.367
P 2.129 0.039 -1.592 0.934
C 3.484 0.949 -0.708 -0.375
C 4.514 1.679 -1.568 -0.123
C 2.809 -1.621 -2.065 -0.377
C 4.188 -1.619 -2.716 -0.113
H 1.136 0.904 -5.158 0.094
H -0.028 0.617 -3.874 0.054
H 1.092 -0.661 -4.363 0.069
H 1.784 1.982 -2.971 0.095
H 3.005 0.899 -3.649 0.081
H 3.980 0.221 -0.061 0.078
H 2.988 1.677 -0.058 0.071
H 5.021 1.015 -2.260 0.064
H 5.266 2.113 -0.913 0.090
H 4.062 2.491 -2.130 0.076
H 2.078 -2.067 -2.746 0.061
H 2.834 -2.234 -1.160 0.069
H 4.194 -1.052 -3.643 0.078
H 4.465 -2.643 -2.957 0.090
H 4.945 -1.220 -2.048 0.072



No. 3
64
Properties=species:S:1:pos:R:3:lowdin_charge:R:1 method="wB97M-V/def2-TZVPD" homo_ev="-3.442 / -3.565" orbital_gap_ev="5.81 / 5.93" e_tot_ha=-3014.07411 spin_multiplicity=6 total_charge=-1 lumo_energy_ev="2.365 / 2.361" s2=8.77
C 0.024 0.224 2.451 -0.133
C -0.879 1.198 1.929 -0.160
C -1.658 0.607 0.899 -0.183
H -1.081 2.199 2.384 0.106
C -1.303 -0.765 0.792 -0.227
C -0.243 -1.054 1.756 -0.186
H -1.804 -1.515 0.171 0.084
C 2.703 1.552 0.305 -0.157
C 1.864 2.430 0.960 -0.174
C 0.731 2.702 0.214 -0.127
H 2.099 2.901 1.948 0.116
C 0.888 2.040 -1.051 -0.274
C 2.092 1.217 -0.984 -0.182
H -2.342 1.098 0.194 0.090
H 0.041 -2.086 2.043 0.106
H 0.659 0.348 3.360 0.102
H 2.497 0.696 -1.841 0.094
H -0.065 3.419 0.381 0.096
H 3.746 1.349 0.499 0.099
Mn 0.766 -0.158 -0.028 0.865
C -0.075 1.992 -2.229 -0.436
C 0.709 1.880 -3.531 -0.049
C -0.959 3.264 -2.285 -0.050
H 1.407 2.722 -3.514 0.093
H 0.098 2.064 -4.414 0.074
H 1.245 0.929 -3.650 0.080
H -0.276 4.124 -2.351 0.088
H -1.611 3.422 -1.409 0.083
H -1.601 3.264 -3.181 0.079
C -1.026 0.750 -1.905 -0.114
C -0.892 -0.542 -2.560 -0.318
H -2.045 1.145 -1.882 0.083
H -0.762 0.406 -0.900 0.025
O 0.061 -1.221 -2.012 0.017
N -2.035 -0.892 -3.387 0.033
C -3.098 -1.464 -2.555 -0.157
H -2.030 -1.396 -4.256 0.113
C -3.897 -0.574 -1.629 -0.222
C -4.432 -1.205 -0.484 -0.051
H -4.269 -2.276 -0.270 0.121
C -5.198 -0.479 0.454 -0.076
H -5.608 -0.957 1.361 0.107
C -5.480 0.876 0.225 -0.096
H -6.050 1.476 0.943 0.101
C -5.013 1.474 -0.945 -0.090
H -5.248 2.502 -1.193 0.098
C -4.246 0.756 -1.867 -0.074
H -3.888 1.189 -2.801 0.115
H -2.434 -2.060 -1.930 0.104
H -3.684 -2.207 -3.110 0.134
Cl 6.911 -4.946 4.355 0.666
C 5.784 -3.885 3.680 -0.740
C 5.672 -2.583 4.178 -0.117
C 4.753 -1.699 3.615 -0.025
C 3.936 -2.096 2.542 -0.106
C 4.050 -3.412 2.041 -0.019
C 4.975 -4.301 2.613 -0.115
C 2.963 -1.056 1.926 -0.566
O 2.769 -0.040 2.641 -0.042
O 2.373 -1.363 0.815 -0.121
H 6.308 -2.258 4.995 0.094
H 4.636 -0.690 4.028 0.116
H 3.392 -3.728 1.225 0.113
H 5.081 -5.309 2.231 0.091



No. 4
68
Properties=species:S:1:pos:R:3:lowdin_charge:R:1 method="wB97M-V/def2-TZVPD" homo_ev="-10.336 / -10.335" orbital_gap_ev="6.33 / 6.43" e_tot_ha=-3130.04795 spin_multiplicity=5 total_charge=+1 lumo_energy_ev="-4.009 / -3.905" s2=6.05
Mn -0.748 -0.251 -0.430 0.792
C 3.198 2.513 -3.963 -0.087
C 1.713 2.727 -4.224 -0.270
N 0.969 1.479 -4.281 -0.008
C 0.489 0.804 -3.233 -0.757
S 0.589 1.478 -1.653 0.729
N -0.048 -0.378 -3.544 0.002
N -0.528 -1.070 -2.517 -0.052
C -1.036 -2.240 -2.746 -0.275
C -1.100 -2.876 -4.097 -0.019
C -1.550 -2.944 -1.568 -0.212
C -2.114 -4.218 -1.632 0.012
C -2.512 -4.842 -0.464 -0.028
C -2.333 -4.197 0.753 -0.037
C -1.783 -2.931 0.739 -0.112
N -1.425 -2.313 -0.387 0.018
H 3.727 3.465 -4.000 0.077
H 3.633 1.852 -4.713 0.075
H 3.353 2.070 -2.980 0.058
H 1.558 3.240 -5.173 0.117
H 1.272 3.345 -3.443 0.081
H 0.925 0.980 -5.158 0.145
H -0.530 -2.286 -4.805 0.068
H -2.132 -2.939 -4.452 0.095
H -0.696 -3.889 -4.070 0.087
H -2.223 -4.712 -2.586 0.115
H -2.944 -5.833 -0.499 0.121
H -2.606 -4.664 1.688 0.115
H -1.603 -2.387 1.660 0.124
N 5.476 3.172 6.960 0.176
C 4.763 2.771 6.155 -0.174
C 3.869 2.268 5.150 -0.217
C 4.261 2.261 3.813 -0.001
C 3.400 1.770 2.849 -0.005
C 2.140 1.297 3.210 -0.188
C 1.750 1.316 4.547 -0.011
C 2.613 1.791 5.518 -0.003
C 1.213 0.788 2.169 -0.027
C 1.601 -0.345 1.450 -0.233
C 2.764 -1.123 1.631 0.013
C 2.738 -2.133 0.687 -0.036
C 1.558 -1.961 -0.040 -0.111
N 0.870 -0.903 0.405 -0.063
C 0.029 1.494 1.953 -0.244
C -0.350 2.719 2.547 0.014
C -1.531 3.112 1.952 -0.036
C -1.840 2.124 1.011 -0.139
N -0.929 1.141 1.005 -0.057
H 5.235 2.641 3.538 0.127
H 3.694 1.766 1.808 0.132
H 0.772 0.947 4.826 0.129
H 2.320 1.797 6.559 0.127
H 3.513 -0.952 2.386 0.121
H 3.465 -2.913 0.534 0.107
H 1.202 -2.549 -0.873 0.114
H 0.210 3.247 3.301 0.122
H -2.102 4.004 2.145 0.107
H -2.668 2.126 0.321 0.109
C -4.875 0.163 -1.728 0.025
C -3.767 0.001 -0.744 -0.420
C -4.118 -0.325 0.670 0.006
O -2.606 0.147 -1.118 -0.046
H -5.550 0.954 -1.395 0.107
H -5.466 -0.755 -1.760 0.107
H -4.481 0.393 -2.713 0.101
H -4.889 0.361 1.024 0.109
H -3.249 -0.268 1.320 0.072
H -4.551 -1.327 0.705 0.108



No. 5
67
Properties=species:S:1:pos:R:3:lowdin_charge:R:1 method="wB97M-V/def2-TZVPD" homo_ev="-14.588 / -14.589" orbital_gap_ev="7.25 / 7.25" e_tot_ha=-2689.84371 total_charge=+2 lumo_energy_ev="-7.341 / -7.341"
Ru -1.552 0.721 -0.680 0.844
O -1.783 2.693 -0.638 -0.452
S -2.713 2.734 0.592 0.600
O -3.748 3.689 0.511 -0.185
O -3.081 1.282 0.723 -0.396
C -1.644 3.073 1.937 -0.274
C -1.938 4.141 2.762 -0.013
C -1.125 4.376 3.867 -0.013
C -0.052 3.537 4.133 -0.017
C 0.229 2.458 3.298 -0.053
C -0.557 2.212 2.184 -0.321
P -0.089 0.830 1.081 1.059
C 0.179 -0.489 2.274 -0.347
C 1.393 -1.154 2.454 -0.068
C 1.549 -2.031 3.518 -0.048
C 0.514 -2.226 4.422 -0.041
C -0.683 -1.540 4.266 -0.051
C -0.853 -0.681 3.194 -0.105
C 1.448 1.320 0.286 -0.357
C 2.261 0.370 -0.342 -0.150
C 3.380 0.771 -1.048 -0.060
C 3.684 2.126 -1.154 -0.035
C 2.873 3.071 -0.549 -0.031
C 1.754 2.673 0.171 -0.058
H -2.789 4.774 2.546 0.130
H -1.338 5.211 4.521 0.127
H 0.574 3.718 4.996 0.125
H 1.068 1.812 3.526 0.128
H 2.236 -0.965 1.808 0.094
H 2.495 -2.538 3.658 0.119
H 0.652 -2.891 5.264 0.121
H -1.481 -1.665 4.987 0.123
H -1.779 -0.129 3.097 0.118
H 2.027 -0.686 -0.266 0.095
H 4.025 0.034 -1.509 0.117
H 4.560 2.439 -1.708 0.122
H 3.108 4.124 -0.633 0.124
H 1.125 3.423 0.632 0.116
S -0.440 1.042 -2.682 0.745
C 0.174 -0.293 -3.622 -0.718
N -0.277 -0.428 -4.856 0.050
C 0.281 -1.369 -5.843 -0.124
C 1.705 -1.720 -5.453 -0.143
C 1.748 -2.149 -3.997 -0.129
N 1.116 -1.107 -3.170 0.041
H -1.004 0.212 -5.140 0.141
H 0.246 -0.887 -6.817 0.137
H -0.351 -2.257 -5.883 0.134
H 2.354 -0.855 -5.600 0.132
H 2.072 -2.524 -6.087 0.133
H 2.772 -2.267 -3.651 0.132
H 1.228 -3.097 -3.848 0.131
H 1.502 -0.875 -2.270 0.087
C -2.993 -0.650 -1.222 -0.093
C -2.291 -1.612 -0.406 -0.342
C -2.839 -2.003 0.842 -0.013
C -2.239 -3.008 1.550 -0.040
C -1.035 -3.572 1.088 -0.018
C -0.451 -3.157 -0.097 -0.049
C -1.099 -2.200 -0.868 -0.046
H -2.865 -0.699 -2.299 0.080
H -3.963 -0.316 -0.876 0.096
H -3.752 -1.534 1.187 0.136
H -2.677 -3.364 2.472 0.128
H -0.562 -4.355 1.667 0.127
H 0.464 -3.620 -0.441 0.118
H -0.750 -1.954 -1.862 0.085



No. 6
68
Properties=species:S:1:pos:R:3:lowdin_charge:R:1 method="wB97M-V/def2-TZVPD" homo_ev=-10.405 orbital_gap_ev=7.47 e_tot_ha=-4025.85373 total_charge=+1 lumo_energy_ev=-2.932
Au 0.786 0.418 0.275 0.934
O 1.275 1.318 2.900 0.079
C 0.739 0.422 2.344 -0.400
C -0.096 -0.642 2.979 -0.207
C -0.117 -0.682 4.371 -0.002
C -0.836 -1.667 5.025 -0.039
C -1.536 -2.619 4.294 -0.041
C -1.529 -2.571 2.907 -0.067
C -0.824 -1.572 2.246 -0.310
P -0.771 -1.431 0.435 1.021
C -0.170 -3.033 -0.151 -0.354
C 1.189 -3.301 0.034 -0.096
C 1.711 -4.529 -0.341 -0.067
C 0.883 -5.488 -0.911 -0.066
C -0.464 -5.221 -1.105 -0.065
C -0.996 -3.995 -0.726 -0.080
C -2.458 -1.232 -0.183 -0.367
C -3.553 -1.010 0.646 -0.075
C -4.805 -0.760 0.095 -0.064
C -4.966 -0.718 -1.281 -0.067
C -3.874 -0.928 -2.115 -0.067
C -2.625 -1.181 -1.570 -0.120
H 0.450 0.056 4.923 0.127
H -0.846 -1.701 6.106 0.117
H -2.087 -3.396 4.807 0.117
H -2.074 -3.309 2.331 0.120
H 1.831 -2.542 0.470 0.091
H 2.763 -4.737 -0.193 0.111
H 1.290 -6.447 -1.204 0.111
H -1.107 -5.969 -1.550 0.111
H -2.049 -3.794 -0.875 0.105
H -3.434 -1.030 1.722 0.101
H -5.655 -0.601 0.745 0.112
H -5.941 -0.520 -1.706 0.111
H -3.999 -0.894 -3.189 0.110
H -1.773 -1.351 -2.221 0.101
N 0.367 0.837 -4.082 0.060
C 0.976 0.181 -3.093 -0.125
N 0.539 0.653 -1.946 0.019
C -0.353 1.629 -2.303 -0.322
N -0.479 1.764 -3.599 0.155
C -1.042 2.480 -1.316 -0.198
C -1.765 3.605 -1.696 -0.047
N -2.306 4.419 -0.800 0.112
C -2.131 4.106 0.480 -0.086
C -1.431 2.973 0.866 -0.087
N -0.890 2.160 -0.035 0.061
H 0.488 0.735 -5.077 0.172
H 1.699 -0.608 -3.230 0.148
H -1.890 3.844 -2.745 0.123
H -2.555 4.778 1.215 0.118
H -1.302 2.712 1.909 0.116
C 2.612 3.759 0.855 -0.218
Ge 3.464 2.395 -0.247 0.708
C 3.056 2.762 -2.133 -0.223
C 5.417 2.482 -0.095 -0.222
C 2.913 0.600 0.306 -0.390
H 2.960 4.746 0.549 0.024
H 2.847 3.613 1.909 0.021
H 1.526 3.727 0.738 -0.009
H 3.658 3.616 -2.450 0.025
H 2.007 3.021 -2.294 -0.002
H 3.318 1.915 -2.771 0.011
H 5.776 3.449 -0.451 0.020
H 5.868 1.701 -0.709 0.019
H 5.743 2.350 0.937 0.020
H 3.264 0.429 1.323 -0.014
H 3.319 -0.177 -0.347 -0.013



No. 7
77
Properties=species:S:1:pos:R:3:lowdin_charge:R:1 method="wB97M-V/def2-TZVPD" homo_ev="-3.778 / -3.778" orbital_gap_ev="5.84 / 5.84" e_tot_ha=-13341.38086 total_charge=-1 lumo_energy_ev="2.062 / 2.060"
Ta -0.317 -0.517 -1.191 1.897
C -0.217 3.243 -5.830 -0.397
S 0.416 3.856 -4.231 0.776
C 0.094 2.422 -3.232 -0.989
S -1.391 2.529 -2.308 0.889
N 0.934 1.476 -3.341 -0.065
N 0.867 0.286 -2.743 -0.219
C 1.847 -0.561 -3.200 -0.131
C 1.741 -1.900 -2.926 -0.308
C 2.600 -2.903 -3.475 -0.047
C 2.341 -4.214 -3.252 -0.107
C 1.211 -4.572 -2.469 -0.099
C 0.430 -3.579 -1.957 -0.169
N 0.671 -2.269 -2.128 -0.074
H -0.173 4.076 -6.523 0.020
H -1.242 2.915 -5.694 0.029
H 0.416 2.431 -6.169 0.026
H 2.595 -0.148 -3.860 0.109
H 3.437 -2.582 -4.073 0.105
H 2.971 -4.989 -3.662 0.093
H 0.987 -5.609 -2.274 0.087
H -0.438 -3.818 -1.346 0.111
Br -5.493 -4.543 1.518 0.706
C -4.415 -3.459 0.420 -0.760
C -4.874 -3.070 -0.832 -0.762
Br -6.552 -3.663 -1.449 0.697
C -4.094 -2.239 -1.631 -0.643
Br -4.675 -1.674 -3.336 0.769
C -2.854 -1.802 -1.194 -0.409
O -2.045 -1.009 -1.861 -0.244
C -2.367 -2.216 0.080 -0.439
O -1.202 -1.766 0.416 -0.220
C -3.169 -3.038 0.873 -0.626
Br -2.497 -3.541 2.571 0.777
C -3.475 1.620 -0.327 -0.074
C -2.099 1.958 0.255 -0.689
C -2.069 3.450 0.629 -0.077
C -1.879 1.143 1.536 -0.055
C -0.968 1.646 -0.745 -0.562
H -4.229 1.653 0.457 0.090
H -3.481 0.623 -0.764 0.061
H -3.748 2.325 -1.109 0.061
H -2.928 3.698 1.248 0.082
H -2.095 4.077 -0.260 0.053
H -1.163 3.679 1.185 0.072
H -2.473 1.552 2.353 0.095
H -0.829 1.167 1.825 0.060
H -2.174 0.106 1.403 0.068
H -0.075 2.181 -0.390 0.065
C 3.489 4.388 2.348 -0.050
C 2.816 3.161 2.880 -0.269
C 3.557 2.005 3.103 -0.027
C 2.956 0.855 3.580 -0.055
C 1.592 0.849 3.800 -0.265
C 0.843 1.993 3.611 -0.071
C 1.456 3.150 3.163 -0.030
S 0.730 -0.654 4.247 0.627
O 1.510 -1.369 5.219 -0.288
O -0.622 -0.304 4.573 -0.297
N 0.693 -1.582 2.889 -0.112
C 1.891 -2.287 2.487 -0.217
C 1.986 -2.438 0.968 -0.072
C 2.254 -1.047 0.370 -0.588
O 3.369 -0.572 0.351 0.094
O 1.191 -0.427 -0.022 -0.195
H 4.438 4.554 2.856 0.078
H 2.857 5.263 2.474 0.073
H 3.698 4.265 1.284 0.088
H 4.616 2.004 2.892 0.118
H 3.542 -0.022 3.804 0.110
H -0.209 1.957 3.840 0.100
H 0.875 4.051 3.027 0.109
H 0.096 -1.259 2.143 0.067
H 1.886 -3.273 2.969 0.123
H 2.770 -1.745 2.849 0.098
H 1.047 -2.837 0.579 0.089
H 2.812 -3.106 0.722 0.130